Below is a single C19H22N2O3S2 molecule, with properties calculated with the ωB97M-V functional and the def2-TZVPD basis.

Results
**HOMO-LUMO gap**: 0.3528 hartree
**E**: -50853.674 eV
**HOMO energy**: -8.934 eV
**SMILES string**: O=C([C@@H]1CCCN(S(=O)(=O)c2cccs2)C1)N1CCc2ccccc2C1
**LUMO level**: 0.67 eV
**Relative energy (zero: lowest compared OMol25 entry of this formula, charge and spin)**: 48.0 kJ/mol
**F_max**: 0.99 eV Å⁻¹

Structure (ORCA input):
```
! RIJCOSX wB97M-V def2-TZVPD def2/J DEFGRID3
* xyz 0 1
S -1.82656 1.00241 1.76881
S -1.96686 2.72010 -0.74504
O -2.76532 1.89475 2.37819
O -0.76110 0.44859 2.55902
O -0.96147 -0.05450 -1.88865
N -2.68168 -0.27171 1.17881
N 0.58778 -1.25239 -0.81038
C -3.92125 -0.06943 0.47045
C -2.04679 -1.54090 0.97773
C 4.60923 1.39897 -0.08079
C -1.05231 1.88929 0.44362
C 4.65057 0.96105 1.23324
C 2.73686 -0.44851 0.82953
C 2.68865 0.00201 -0.48609
C 1.64337 -0.49046 -1.44907
C -1.78301 -1.84547 -0.50746
C -0.69593 -0.95854 -1.11185
C -3.10912 -1.69571 -1.26990
C -3.76321 -0.33538 -1.02602
C 0.58695 2.90547 -0.81076
C 3.72100 0.04169 1.67999
C 3.63284 0.91932 -0.93237
C -0.52944 3.31353 -1.47054
C 0.28492 2.09043 0.30029
C 1.09872 -2.19575 0.15524
C 1.71744 -1.43246 1.32855
H 1.17482 0.35264 -1.96359
H -4.74469 -0.30905 -1.50128
H -3.78333 -2.49070 -0.93983
H 0.94044 -0.88371 1.87220
H 1.87777 -2.79118 -0.33899
H 2.12598 -1.12345 -2.20951
H 5.40780 1.33444 1.90611
H -4.66913 -0.75250 0.89483
H -2.70881 -2.32131 1.37753
H 1.58910 3.16959 -1.09625
H -3.14171 0.43371 -1.48086
H 2.17947 -2.13358 2.02624
H 0.32097 -2.87267 0.50240
H -0.59424 3.92811 -2.34627
H -2.92821 -1.82015 -2.33854
H 5.33478 2.11433 -0.43815
H 1.01099 1.66962 0.96988
H -4.23684 0.95527 0.66803
H -1.45538 -2.88701 -0.59606
H 3.59313 1.25670 -1.95842
H -1.13626 -1.52159 1.57282
H 3.74905 -0.30386 2.70313
*
```

Löwdin population analysis, charges in e, atoms 1 to 2: 0.6290, 1.0669